Record 1
Here is a 2-piece molecular cluster, C4H11NO overall in a non-equilibrium geometry from OMol25. Energies are from ωB97M-V with the def2-TZVPD basis set.

Each line ends with the Löwdin spin population.
Positions of all 17 atoms, in Å:
C  -0.92738  -0.09091  1.33486  0.156
N  0.52896  0.24074  0.97199  0.035
C  0.45847  1.15953  -0.11489  0.215
C  -0.64960  0.69393  -0.96785  0.061
C  -1.63731  -0.03670  -0.08357  0.056
H  -1.28954  0.76720  2.04040  0.086
H  -1.09246  -1.07395  1.69478  0.017
H  1.05068  0.72952  1.71399  0.106
H  1.40224  1.54511  -0.54680  0.059
H  0.06171  2.18759  0.15779  0.092
H  -1.26845  1.39809  -1.51602  0.035
H  -0.35958  -0.15748  -1.66703  0.003
H  -1.79007  -0.88499  -0.63010  0.004
H  -2.63474  0.61937  0.06722  0.037
H  1.44711  -1.60477  -0.18630  0.004
H  2.00515  -0.91799  -1.25941  0.013
O  1.91252  -1.83100  -0.96048  0.019

## Properties
electronic energy	-288.89538	Ha
net charge	-1
LUMO (spin up / spin down)	4.4 / 4.2	eV
spin multiplicity	2
expectation value of S²	0.750

=====

Record 2
Here is a 2-piece molecular cluster, C4H11NO overall in a non-equilibrium geometry from OMol25. Energies are from ωB97M-V with the def2-TZVPD basis set.

Each line ends with the natural charge from an NBO analysis.
Positions of all 17 atoms, in Å:
C  0.03102  0.07741  2.20167  -0.715
C  1.08297  0.73605  1.37351  0.659
N  1.90795  -0.02592  0.61575  -0.829
O  1.06249  1.94285  1.17640  -0.605
H  0.27743  -0.59779  2.99713  0.237
H  -0.47160  -0.64682  1.49932  0.220
H  -0.77910  0.77595  2.42359  0.250
H  2.49598  0.27159  -0.14719  0.403
H  1.78864  -1.01544  0.43455  0.380
C  -2.27267  -0.47358  -2.31991  -0.617
C  -1.27895  -1.60381  -2.38992  -0.622
H  -2.43906  0.02249  -3.27591  0.208
H  -3.27790  -0.72509  -1.93308  0.203
H  -1.95257  0.36316  -1.66863  0.207
H  -0.73715  -1.46607  -3.33005  0.213
H  -1.82098  -2.52791  -2.60959  0.204
H  -0.71380  -1.83007  -1.48935  0.204

## Properties
electronic energy	-288.98749	Ha
SMILES	CC(N)=O.CC
LUMO	0.7	eV

=====

Record 3
Here is C4H11NO in the gas phase in a non-equilibrium geometry from OMol25. Energies are from ωB97M-V with the def2-TZVPD basis set.

Each line ends with the natural charge from an NBO analysis.
Positions of all 17 atoms, in Å:
C  -2.64745  -0.21470  -0.04081  -0.263
O  -1.42564  0.31896  -0.49839  -0.535
C  -0.38553  -0.35358  0.18645  -0.065
C  0.94149  -0.05729  -0.46585  -0.119
C  1.38134  1.20751  0.05922  -0.614
N  1.92344  -1.12360  -0.12802  -0.827
H  -2.76571  -0.22660  1.03617  0.173
H  -3.45238  0.52494  -0.28116  0.189
H  -2.93661  -1.19691  -0.51959  0.177
H  -0.37696  -0.19328  1.35739  0.164
H  -0.50931  -1.52257  0.08684  0.180
H  0.91770  -0.04260  -1.57926  0.206
H  2.31031  1.64546  -0.43561  0.212
H  1.45114  1.05317  1.14829  0.198
H  0.58418  2.09865  -0.03592  0.218
H  2.70967  -0.94233  -0.77171  0.359
H  2.28031  -0.97520  0.88197  0.348

## Properties
electronic energy	-288.93768	Ha
SMILES	COC[C@@H](C)N
LUMO	1.1	eV

=====

Record 4
Here is C4H11NO in the gas phase in a non-equilibrium geometry from OMol25. Energies are from ωB97M-V with the def2-TZVPD basis set.

Each line ends with the natural charge from an NBO analysis.
Positions of all 17 atoms, in Å:
C  1.55898  -0.57418  -1.39868  -0.411
N  0.23666  -0.62060  -0.71079  -0.454
C  -0.97363  -0.88562  -1.56135  -0.415
C  0.17930  0.63907  0.04302  -0.242
C  -0.58600  0.20042  1.31545  -0.057
O  -0.33573  1.15618  2.42200  -0.750
H  1.58292  -1.51269  -1.86645  0.195
H  1.76363  0.38293  -2.14945  0.153
H  2.47483  -0.53094  -0.80260  0.207
H  -0.98230  -0.40397  -2.51645  0.176
H  -1.86924  -0.53157  -1.04316  0.203
H  -0.92421  -1.92888  -1.85098  0.203
H  -0.40379  1.42738  -0.39238  0.175
H  1.25756  1.09750  0.16677  0.213
H  -0.15866  -0.72202  1.54310  0.176
H  -1.59201  0.15402  1.20679  0.161
H  -1.19138  1.38480  2.91361  0.468

## Properties
electronic energy	-288.91111	Ha
SMILES	CN(C)CCO
LUMO	0.9	eV

=====

Record 5
Here is a 2-piece molecular cluster, C4H11NO overall in a non-equilibrium geometry from OMol25. Energies are from ωB97M-V with the def2-TZVPD basis set.

Each line ends with the natural charge from an NBO analysis.
Positions of all 17 atoms, in Å:
C  -0.03345  1.60449  2.03020  -0.404
C  -0.69550  0.94529  1.07723  -0.169
C  -0.42450  1.10792  -0.39126  -0.257
N  0.13642  -0.11637  -0.98754  -0.651
C  1.54174  -0.23516  -1.20325  -0.414
H  -0.49563  1.74869  2.99306  0.201
H  0.96666  1.97952  1.84966  0.191
H  -1.53832  0.30906  1.34020  0.195
H  0.24263  1.95944  -0.55437  0.179
H  -1.35958  1.24788  -0.93288  0.208
H  -0.40979  -0.45562  -1.75480  0.367
H  2.01243  -1.20853  -1.10148  0.196
H  2.08095  0.39635  -0.48715  0.191
H  1.90579  0.24088  -2.09556  0.168
O  -1.66094  -3.09119  0.00579  -0.954
H  -1.26581  -3.94536  -0.15715  0.470
H  -1.00309  -2.48732  0.36928  0.483

## Properties
electronic energy	-288.93669	Ha
SMILES	C=CCNC.O
LUMO	1.0	eV

=====

Record 6
Here is C4H11NO as an isolated structure in a non-equilibrium geometry from OMol25. Energies are from ωB97M-V with the def2-TZVPD basis set.

Each line ends with the natural charge from an NBO analysis.
Positions of all 17 atoms, in Å:
C  0.36300  0.09363  -0.87028  0.215
C  1.56956  0.17660  0.01118  -0.406
C  -2.05526  -0.18723  -0.27065  -0.401
C  0.68810  -0.49744  1.59700  -0.578
N  -0.78420  0.46606  -0.04157  -0.661
O  0.37019  1.00288  -1.97971  -0.724
H  1.25066  0.94450  -2.37147  0.456
H  -0.69803  1.34494  0.45330  0.381
H  0.21765  -0.92445  -1.24892  0.157
H  1.89126  1.20167  0.21081  0.205
H  2.38446  -0.47650  -0.29871  0.205
H  -2.82681  0.25387  0.36466  0.203
H  -1.96710  -1.24632  -0.01626  0.174
H  -2.35969  -0.10071  -1.31891  0.182
H  0.68807  -1.55669  1.35689  0.195
H  -0.22291  -0.24213  2.13731  0.212
H  1.49105  -0.25270  2.28533  0.184

## Properties
electronic energy	-288.89235	Ha
LUMO	1.0	eV

=====

Q: electronic energy of number 2 (C4H11NO)?
A: -288.98749 Ha